Molecular formula: C3H6O
Method: DFT, wB97M-V/def2-TZVPD

Geometry as XYZ:
```
10
Properties=species:S:1:pos:R:3:forces:R:3
C -1.60674 0.09530 0.35857 -0.2 -0.2 0.1
C -0.52201 -0.81660 -0.13205 0.0 0.6 0.2
C 1.61963 -0.06065 -0.33244 0.6 0.0 -0.4
O 0.56810 -0.43458 0.53968 -0.5 0.2 -0.1
H -2.46249 -0.40367 0.81730 0.0 0.0 -0.1
H -1.96666 0.51325 -0.59928 -0.1 -0.1 0.3
H -1.20533 0.90410 0.98813 -0.3 -0.3 0.0
H 1.32191 -0.31034 -1.35487 0.3 0.0 0.1
H 2.57257 -0.51282 -0.05980 -0.1 -0.1 0.1
H 1.68103 1.02601 -0.22524 0.2 -0.1 -0.2
```
Positions in Å, forces in eV/Å.

Computed properties:
**Lowest unoccupied orbital energy**: 0.71 eV
**Energy relative to the best compared isomer or geometry (same formula, charge and spin)**: 357.8 kJ/mol
**E_HOMO**: -8.3 eV
**Energy**: -5251.986 eV
**Frontier orbital gap**: 9.020 eV

---

Molecular formula: C3H6O
Method: DFT, wB97M-V/def2-TZVPD

Geometry as XYZ:
```
10
Properties=species:S:1:pos:R:3:forces:R:3
O -0.14442 -0.51831 -1.88811 1.7 5.2 1.2
C 0.48491 0.44986 -1.38458 2.9 -6.8 0.6
C 1.29972 0.83125 -0.31714 -2.6 -0.9 -4.0
C -0.83247 -0.68432 0.88777 -0.5 -1.3 -0.1
H -0.75133 -0.39150 1.92728 -0.6 -0.2 0.4
H 2.31132 1.24448 -0.16972 -1.1 0.8 -0.6
H 0.13800 1.37493 -0.65943 0.2 2.4 1.7
H -0.71896 0.22212 0.32864 -0.3 -0.2 0.2
H -1.81177 -1.14151 0.56313 1.1 0.3 0.8
H 0.02500 -1.38699 0.71217 -0.9 0.7 -0.2
```
Positions in Å, forces in eV/Å.

Computed properties:
**Lowest unoccupied orbital energy**: -0.25 eV
**Energy relative to the best compared isomer or geometry (same formula, charge and spin)**: 505.6 kJ/mol
**E_HOMO**: -9.8 eV
**Energy**: -5250.454 eV
**Frontier orbital gap**: 9.554 eV

---

Molecular formula: C3H6O
Method: DFT, wB97M-V/def2-TZVPD

Geometry as XYZ:
```
10
Properties=species:S:1:pos:R:3:forces:R:3
C -0.12040 -0.40628 1.06989 -0.2 0.1 0.4
C 0.55806 -0.11287 -0.24549 -0.4 0.4 0.2
C -0.45828 0.66847 -1.17133 1.2 -0.9 1.5
O -1.31354 1.47030 -0.84795 1.4 -1.4 -0.7
H -0.69141 0.48674 1.32581 -0.1 -0.1 0.3
H 0.55748 -0.64307 1.88806 0.1 0.0 0.0
H -0.82596 -1.23658 0.95400 0.1 0.1 0.1
H 1.43469 0.55089 -0.14688 -0.3 0.0 0.1
H 0.98897 -1.04345 -0.70269 -0.8 0.9 -0.1
H -0.12961 0.26585 -2.12341 -1.1 0.9 -1.7
```
Positions in Å, forces in eV/Å.

Computed properties:
**Lowest unoccupied orbital energy**: 0.93 eV
**Energy relative to the best compared isomer or geometry (same formula, charge and spin)**: 84.7 kJ/mol
**E_HOMO**: -9.8 eV
**SMILES**: CCC=O
**Energy**: -5254.816 eV
**Frontier orbital gap**: 10.727 eV

---

Molecular formula: C3H6O
Method: DFT, wB97M-V/def2-TZVPD

Geometry as XYZ:
```
10
Properties=species:S:1:pos:R:3:forces:R:3
C 0.95595 -0.57624 -0.33661 -1.3 1.6 -2.2
C -0.59188 -0.42131 -0.52405 2.8 -1.8 3.2
C -1.56788 -0.68718 0.61257 -1.5 -0.9 -4.3
O -1.17378 0.58552 0.20594 -0.9 2.0 0.1
H 1.20915 -1.36550 0.27067 0.5 -1.6 1.9
H 1.34408 0.38671 0.02457 0.1 -0.4 -0.1
H 1.41345 -0.86308 -1.31479 -0.3 0.6 0.6
H -0.82306 -0.62606 -1.51602 -1.4 0.1 -1.7
H -2.55855 -1.05681 0.20464 0.8 0.8 0.6
H -1.42590 -1.02233 1.57488 1.2 -0.5 2.0
```
Positions in Å, forces in eV/Å.

Computed properties:
**Lowest unoccupied orbital energy**: 1.21 eV
**Energy relative to the best compared isomer or geometry (same formula, charge and spin)**: 190.4 kJ/mol
**E_HOMO**: -10.0 eV
**SMILES**: C[C@H]1CO1
**Energy**: -5253.721 eV
**Frontier orbital gap**: 11.257 eV

---

Molecular formula: C3H6O
Method: DFT, wB97M-V/def2-TZVPD

Geometry as XYZ:
```
10
Properties=species:S:1:pos:R:3:forces:R:3
C -1.37843 0.03646 0.24167 0.0 -1.1 -0.8
C 0.13421 0.02972 0.51324 -1.3 3.1 -0.9
C 1.30509 -0.31463 -0.44143 -0.2 -0.2 0.2
O 0.28191 0.96634 1.25957 2.5 0.1 1.9
H -1.71401 1.08479 0.08127 0.6 -0.7 0.1
H -1.52058 -0.50866 -0.66811 -1.0 -0.7 -0.5
H -1.94571 -0.34272 1.10116 0.2 -0.2 -0.4
H 1.24263 -1.20280 -1.07539 -0.3 0.1 0.2
H 1.32083 0.57901 -1.08686 0.0 -0.4 0.0
H 2.27406 -0.32751 0.07489 -0.5 0.0 0.2
```
Positions in Å, forces in eV/Å.

Computed properties:
**Lowest unoccupied orbital energy**: 0.74 eV
**Energy relative to the best compared isomer or geometry (same formula, charge and spin)**: 105.9 kJ/mol
**E_HOMO**: -9.3 eV
**SMILES**: CC(C)=O
**Energy**: -5254.596 eV
**Frontier orbital gap**: 10.016 eV

---

Molecular formula: C3H6O2
Method: DFT, wB97M-V/def2-TZVPD

Geometry as XYZ:
```
11
Properties=species:S:1:pos:R:3:forces:R:3
C -1.41899 0.56156 0.04455 -0.1 -0.1 0.3
C 0.07756 0.57794 0.18612 -1.0 -1.3 0.9
C 0.85431 -0.55184 0.04437 -2.2 1.4 -1.3
O 0.37162 -1.78352 -0.17637 0.9 0.1 0.3
O 2.12085 -0.30144 -0.26241 0.2 2.9 0.8
H -1.90545 0.05631 0.88573 -0.1 0.0 -0.1
H -1.80378 1.58394 0.01190 0.0 -0.1 0.0
H -1.72353 0.05836 -0.87676 0.0 0.0 0.1
H 0.47130 1.34436 0.84950 0.4 0.2 -0.4
H 1.12606 -2.32808 -0.45577 -0.3 0.0 -0.1
H 1.83005 0.78242 -0.25088 2.1 -3.2 -0.5
```
Positions in Å, forces in eV/Å.

Computed properties:
**Lowest unoccupied orbital energy**: 0.63 eV
**Energy relative to the best compared isomer or geometry (same formula, charge and spin)**: 237.4 kJ/mol
**E_HOMO**: -8.0 eV
**SMILES**: CC=C(O)O
**Energy**: -7301.217 eV
**Frontier orbital gap**: 8.664 eV

---

Molecular formula: C3H6O2
Method: DFT, wB97M-V/def2-TZVPD

Geometry as XYZ:
```
11
Properties=species:S:1:pos:R:3:forces:R:3
C -2.09431 -0.33259 -1.48484 -0.4 -0.2 0.4
C -0.82024 -0.30864 -1.49300 4.4 0.3 -1.3
O -0.28892 0.18123 -2.70867 0.5 -0.1 0.7
H -2.61202 -0.64720 -0.68526 -1.8 -1.3 2.7
H -2.59914 -0.04911 -2.33504 -1.1 0.8 -1.7
H 0.02376 -0.66916 -0.81413 -1.8 0.5 -0.4
H 0.40219 0.80067 -2.45370 0.2 0.0 -0.3
C 1.98171 0.28577 3.00080 0.8 0.1 -0.7
O 1.95493 -0.61836 3.77958 0.0 -0.1 0.4
H 1.14508 0.39847 2.26626 0.4 0.4 0.3
H 2.90697 0.95892 2.92800 -1.1 -0.4 0.0
```
Positions in Å, forces in eV/Å.

Computed properties:
**Lowest unoccupied orbital energy**: 0.53 eV
**Energy relative to the best compared isomer or geometry (same formula, charge and spin)**: 291.0 kJ/mol
**E_HOMO**: -9.7 eV
**SMILES**: C=CO.C=O
**Energy**: -7300.662 eV
**Frontier orbital gap**: 10.192 eV

---

Molecular formula: C3H6O2
Method: DFT, wB97M-V/def2-TZVPD

Geometry as XYZ:
```
11
Properties=species:S:1:pos:R:3:forces:R:3
C -1.52378 -0.09127 -0.14081 0.0 0.0 0.0
C -0.15449 0.28302 0.36895 0.0 0.1 0.3
O 0.00150 0.99353 1.34255 -0.1 -0.2 -0.4
C 1.07204 -0.26946 -0.33832 -0.3 -0.1 -0.1
O 2.24010 0.26845 0.19391 0.1 0.0 0.1
H -1.95345 -0.85640 0.51509 0.1 0.1 -0.1
H -1.49963 -0.48072 -1.16273 0.0 0.0 0.2
H -2.17273 0.78710 -0.09296 0.1 -0.1 0.0
H 0.99300 -0.05618 -1.41567 0.0 0.0 0.2
H 1.04694 -1.36833 -0.23307 0.0 0.1 0.0
H 1.95050 0.79025 0.96306 0.1 0.0 -0.1
```
Positions in Å, forces in eV/Å.

Computed properties:
**Lowest unoccupied orbital energy**: 0.85 eV
**Energy relative to the best compared isomer or geometry (same formula, charge and spin)**: 68.6 kJ/mol
**E_HOMO**: -10.3 eV
**SMILES**: CC(=O)CO
**Energy**: -7302.968 eV
**Frontier orbital gap**: 11.196 eV

---

Copy entry 1 word for word.
Molecular formula: C3H6O
Method: DFT, wB97M-V/def2-TZVPD

Geometry as XYZ:
```
10
Properties=species:S:1:pos:R:3:forces:R:3
C -1.60674 0.09530 0.35857 -0.2 -0.2 0.1
C -0.52201 -0.81660 -0.13205 0.0 0.6 0.2
C 1.61963 -0.06065 -0.33244 0.6 0.0 -0.4
O 0.56810 -0.43458 0.53968 -0.5 0.2 -0.1
H -2.46249 -0.40367 0.81730 0.0 0.0 -0.1
H -1.96666 0.51325 -0.59928 -0.1 -0.1 0.3
H -1.20533 0.90410 0.98813 -0.3 -0.3 0.0
H 1.32191 -0.31034 -1.35487 0.3 0.0 0.1
H 2.57257 -0.51282 -0.05980 -0.1 -0.1 0.1
H 1.68103 1.02601 -0.22524 0.2 -0.1 -0.2
```
Positions in Å, forces in eV/Å.

Computed properties:
**Lowest unoccupied orbital energy**: 0.71 eV
**Energy relative to the best compared isomer or geometry (same formula, charge and spin)**: 357.8 kJ/mol
**E_HOMO**: -8.3 eV
**Energy**: -5251.986 eV
**Frontier orbital gap**: 9.020 eV

---

Repeat the eighth record exactly.
Molecular formula: C3H6O2
Method: DFT, wB97M-V/def2-TZVPD

Geometry as XYZ:
```
11
Properties=species:S:1:pos:R:3:forces:R:3
C -1.52378 -0.09127 -0.14081 0.0 0.0 0.0
C -0.15449 0.28302 0.36895 0.0 0.1 0.3
O 0.00150 0.99353 1.34255 -0.1 -0.2 -0.4
C 1.07204 -0.26946 -0.33832 -0.3 -0.1 -0.1
O 2.24010 0.26845 0.19391 0.1 0.0 0.1
H -1.95345 -0.85640 0.51509 0.1 0.1 -0.1
H -1.49963 -0.48072 -1.16273 0.0 0.0 0.2
H -2.17273 0.78710 -0.09296 0.1 -0.1 0.0
H 0.99300 -0.05618 -1.41567 0.0 0.0 0.2
H 1.04694 -1.36833 -0.23307 0.0 0.1 0.0
H 1.95050 0.79025 0.96306 0.1 0.0 -0.1
```
Positions in Å, forces in eV/Å.

Computed properties:
**Lowest unoccupied orbital energy**: 0.85 eV
**Energy relative to the best compared isomer or geometry (same formula, charge and spin)**: 68.6 kJ/mol
**E_HOMO**: -10.3 eV
**SMILES**: CC(=O)CO
**Energy**: -7302.968 eV
**Frontier orbital gap**: 11.196 eV

---

What did the third record say?
Molecular formula: C3H6O
Method: DFT, wB97M-V/def2-TZVPD

Geometry as XYZ:
```
10
Properties=species:S:1:pos:R:3:forces:R:3
C -0.12040 -0.40628 1.06989 -0.2 0.1 0.4
C 0.55806 -0.11287 -0.24549 -0.4 0.4 0.2
C -0.45828 0.66847 -1.17133 1.2 -0.9 1.5
O -1.31354 1.47030 -0.84795 1.4 -1.4 -0.7
H -0.69141 0.48674 1.32581 -0.1 -0.1 0.3
H 0.55748 -0.64307 1.88806 0.1 0.0 0.0
H -0.82596 -1.23658 0.95400 0.1 0.1 0.1
H 1.43469 0.55089 -0.14688 -0.3 0.0 0.1
H 0.98897 -1.04345 -0.70269 -0.8 0.9 -0.1
H -0.12961 0.26585 -2.12341 -1.1 0.9 -1.7
```
Positions in Å, forces in eV/Å.

Computed properties:
**Lowest unoccupied orbital energy**: 0.93 eV
**Energy relative to the best compared isomer or geometry (same formula, charge and spin)**: 84.7 kJ/mol
**E_HOMO**: -9.8 eV
**SMILES**: CCC=O
**Energy**: -5254.816 eV
**Frontier orbital gap**: 10.727 eV

---

> Among the records above, which one has the highest lowest unoccupied orbital energy?

number 4